Record 1
Formula: C4H7NO
Source: the OMol25 dataset
Level of theory: wB97M-V/def2-TZVPD

Gap between HOMO and LUMO (spin up / spin down)   8.65 / 8.68 eV
E_HOMO (spin up / spin down)   -9.89 / -9.87 eV

Cartesian coordinates (Å):
C -1.819855 -1.152416 -0.424227
N -0.476787 -0.870006 -0.880472
C 1.640481 0.524213 1.839488
C 0.039406 0.239242 -0.556592
C 1.400369 0.593081 -1.060463
O 1.847772 1.712111 -0.954362
H -1.850609 -2.164863 -0.010769
H -2.488318 -1.137778 -1.292188
H -2.193138 -0.437308 0.324578
H 1.766413 1.626529 1.939825
H 0.669251 0.352461 2.360123
H -0.470368 1.008277 0.049016
H 1.940442 -0.234630 -1.556160

Cartesian forces (eV/Å) of the 2 atoms listed first:
C -0.17 -0.05 0.05
N 0.19 0.41 0.12

Record 2
Formula: C4H7NO
Source: the OMol25 dataset
Level of theory: wB97M-V/def2-TZVPD

Structure (SMILES)   O[C@H]1C[C@]12C=N2.[H][H]
Gap between HOMO and LUMO   10.62 eV
E_HOMO   -9.58 eV

Cartesian coordinates (Å):
O 1.390968 1.108872 0.163976
C 0.771467 0.129290 -0.612838
C 1.005388 -1.362894 -0.313215
C -0.281838 -0.697807 -0.015450
C -1.674270 -0.843742 0.258783
N -1.018994 -0.494035 1.277150
H 1.043600 1.028596 1.064001
H 0.722504 0.431942 -1.656340
H 1.661099 -1.590677 0.525490
H 1.077327 -2.052290 -1.152451
H -2.696490 -1.080693 -0.013331
H -0.732799 2.538719 0.298902
H -1.294621 3.005687 0.159086

Cartesian forces (eV/Å) of the 2 atoms listed first:
O -0.02 -0.07 0.25
C -0.13 0.00 -0.25

Record 3
Formula: C4H7NO
Source: the OMol25 dataset
Level of theory: wB97M-V/def2-TZVPD

Structure (SMILES)   CC(=O)N1CC1
Gap between HOMO and LUMO   10.67 eV
E_HOMO   -9.75 eV

Cartesian coordinates (Å):
C 1.777984 -0.942234 -0.109963
C 0.736555 0.308653 -0.133908
O 1.062140 1.459189 0.302589
N -0.426675 -0.184744 -0.467878
C -1.398791 -0.822383 0.579265
C -1.782706 0.436338 -0.280653
H 2.738970 -0.710992 0.502913
H 1.072468 -1.750243 0.311063
H 1.925947 -1.413358 -1.166089
H -1.774867 -1.840087 0.189818
H -1.242615 -0.587231 1.589780
H -2.564177 0.614321 -1.114356
H -1.664374 1.425037 0.212855

Cartesian forces (eV/Å) of the 2 atoms listed first:
C -1.10 -0.08 -0.29
C 5.87 2.32 3.36

Record 4
Formula: C4H7NO
Source: the OMol25 dataset
Level of theory: wB97M-V/def2-TZVPD

Gap between HOMO and LUMO   9.17 eV
E_HOMO   -8.40 eV

Cartesian coordinates (Å):
N 2.099257 0.999136 0.114491
C 1.338561 0.047960 -0.183059
O 0.046975 0.300617 -0.563450
C -0.834118 -0.763460 -0.699212
C -1.022525 -1.660322 0.255378
C -1.007577 1.878390 -1.068092
H 3.027941 0.642216 0.330257
H 1.559754 -1.024143 -0.210774
H -1.359061 -0.703009 -1.644394
H -1.733051 -2.463361 0.099619
H -0.511729 -1.602468 1.212339
H -0.155486 2.569521 -0.914585
H -1.486997 1.868263 -0.064854

Cartesian forces (eV/Å) of the 2 atoms listed first:
N -0.23 -0.35 -0.09
C 0.24 0.19 0.10

Record 5
Formula: C4H7NO
Source: the OMol25 dataset
Level of theory: wB97M-V/def2-TZVPD

Structure (SMILES)   C1=CN1.CC=O
Gap between HOMO and LUMO   9.18 eV
E_HOMO   -8.22 eV

Cartesian coordinates (Å):
C 1.007471 0.520012 2.414124
C 1.339478 -0.165994 1.383714
N -0.020752 -0.436410 1.898019
H 0.941508 1.335310 3.153329
H 2.015473 -0.651026 0.714535
H -0.709637 0.158866 1.336608
C -0.239095 -0.364749 -1.367129
C -0.404853 0.891039 -0.652625
O 0.622480 1.412966 -0.246065
H 0.518569 -0.878393 -0.658482
H -1.076112 -1.010298 -1.651966
H 0.351723 -0.172016 -2.311649
H -1.289318 1.364038 -0.414219

Cartesian forces (eV/Å) of the 2 atoms listed first:
C -0.34 0.45 0.09
C 0.45 0.21 1.32

Record 6
Formula: C4H7NO
Source: the OMol25 dataset
Level of theory: wB97M-V/def2-TZVPD

Structure (SMILES)   C[C@H]1CN=CO1
Gap between HOMO and LUMO   10.61 eV
E_HOMO   -9.59 eV

Cartesian coordinates (Å):
C 1.551182 0.420340 0.134577
C 0.219388 0.275997 -0.603474
C -0.303898 -0.941476 0.282529
N -1.695985 -0.649711 0.409293
C -1.889297 0.509063 -0.049302
O -0.849399 1.270841 -0.533550
H 2.363014 0.573189 -0.539657
H 1.449930 1.164313 0.923704
H 1.820002 -0.511496 0.704182
H 0.153132 -0.053378 -1.660161
H -0.045792 -1.839338 -0.288532
H 0.102923 -1.167563 1.314698
H -2.875202 0.949215 -0.094302

Cartesian forces (eV/Å) of the 2 atoms listed first:
C 0.43 0.18 -0.07
C -0.17 -2.34 1.61

Record 7
Formula: C4H7NO
Source: the OMol25 dataset
Level of theory: wB97M-V/def2-TZVPD

Structure (SMILES)   C[C@H]1[NH2+]/C1=C\[O-]
Gap between HOMO and LUMO   9.48 eV
E_HOMO   -8.72 eV

Cartesian coordinates (Å):
C 1.360876 -0.593555 0.377684
C 0.552639 0.633237 0.024500
N -0.133006 0.582849 -1.311429
C -0.849394 0.817394 0.346233
C -1.636825 -0.364209 0.624973
O -2.300252 -1.072131 -0.126547
H 0.776405 -1.497081 0.185732
H 1.620676 -0.559842 1.441297
H 2.287658 -0.639221 -0.202626
H 1.150084 1.551929 0.065826
H -0.089724 1.462259 -1.807196
H -1.075924 0.199019 -1.346606
H -1.663212 -0.520648 1.728158

Cartesian forces (eV/Å) of the 2 atoms listed first:
C -0.08 -0.08 0.01
C 0.14 -0.03 0.01

Record 8
Formula: C4H7NO
Source: the OMol25 dataset
Level of theory: wB97M-V/def2-TZVPD

Gap between HOMO and LUMO   9.37 eV
E_HOMO   -8.89 eV

Cartesian coordinates (Å):
C 1.876572 -0.062131 -0.255946
C 0.722470 0.743832 0.275633
O 0.791134 1.822958 0.820819
N -0.500762 0.148176 0.116483
C -0.998802 -0.999915 -0.440364
C -1.744066 0.535964 0.525013
H 2.684385 0.618016 -0.517042
H 2.232363 -0.747697 0.517690
H 1.596912 -0.671709 -1.121903
H -1.374606 -1.810488 0.164262
H -0.846461 -1.164245 -1.519101
H -1.923235 0.769692 1.587076
H -2.501343 0.842236 -0.177917

Cartesian forces (eV/Å) of the 2 atoms listed first:
C 0.19 0.03 0.00
C 0.16 0.17 0.12

Record 9
Formula: C4H7NO
Source: the OMol25 dataset
Level of theory: wB97M-V/def2-TZVPD

Structure (SMILES)   C[N+]([O-])=C1CC1
Gap between HOMO and LUMO (spin up / spin down)   9.00 / 7.46 eV
E_HOMO (spin up / spin down)   -8.60 / -8.11 eV

Cartesian coordinates (Å):
C 0.255180 -1.964211 -0.287136
N 0.702445 -0.794223 0.318531
O 1.644903 -0.885231 1.067927
C 0.368032 0.673163 -0.527816
C 0.180221 1.790413 0.315461
C -1.080236 1.211461 -0.292243
H 0.686347 -2.908431 0.147270
H 0.320927 -1.986485 -1.326967
H -0.799338 -2.178919 0.028659
H 0.562596 1.896018 1.312703
H 0.520600 2.708754 -0.169399
H -1.556145 1.900223 -0.980156
H -1.805532 0.537467 0.393167

Cartesian forces (eV/Å) of the 2 atoms listed first:
C -2.36 -3.95 1.48
N -0.76 4.84 -2.15

Record 10
Formula: C4H7NO
Source: the OMol25 dataset
Level of theory: wB97M-V/def2-TZVPD

Structure (SMILES)   C[C@@]12CCN1O2
Gap between HOMO and LUMO   10.99 eV
E_HOMO   -9.93 eV

Cartesian coordinates (Å):
C -1.127493 -1.086717 -0.911997
C 0.038888 -0.449203 -0.232646
C 0.499639 1.006502 -0.311000
C 0.678998 0.867107 1.212263
N 0.245254 -0.570746 1.197513
O 1.134777 -1.184845 0.199809
H -1.039641 -1.063882 -2.001454
H -1.224937 -2.119002 -0.568972
H -2.030845 -0.536749 -0.627325
H 1.410310 1.137822 -0.900429
H -0.256676 1.731516 -0.619350
H 1.658546 1.036817 1.661823
H -0.092965 1.403209 1.771948

Cartesian forces (eV/Å) of the 2 atoms listed first:
C 0.04 -0.04 -0.03
C -0.29 -0.01 -0.22

Record 11
Formula: C4H7NO
Source: the OMol25 dataset
Level of theory: wB97M-V/def2-TZVPD

Structure (SMILES)   c1cc[nH]c1.O
Gap between HOMO and LUMO   8.42 eV
E_HOMO   -7.96 eV

Cartesian coordinates (Å):
C 0.944596 1.583292 0.844080
C -0.376649 1.449339 1.365466
C -0.933630 0.346812 0.762249
N -0.008242 -0.182192 -0.096567
C 1.131767 0.562562 -0.047353
H 1.645469 2.352585 1.123815
H -0.872100 2.098862 2.068387
H -1.905367 -0.100452 0.888068
H -0.182261 -1.026382 -0.625845
H 1.976177 0.316940 -0.668119
O -0.450168 -2.527263 -1.938215
H -1.023822 -2.319904 -2.687158
H -0.671356 -3.433386 -1.657996

Cartesian forces (eV/Å) of the 2 atoms listed first:
C -0.36 0.15 0.30
C 0.02 -0.18 -0.27

Record 12
Formula: C4H7NO
Source: the OMol25 dataset
Level of theory: wB97M-V/def2-TZVPD

Structure (SMILES)   C1N[C@H]1[C@H]1CO1
Gap between HOMO and LUMO   10.61 eV
E_HOMO   -9.44 eV

Cartesian coordinates (Å):
C -1.797087 -0.352610 -0.179699
N -1.408916 0.765072 0.647215
C -0.539126 0.354786 -0.497431
C 0.767312 -0.466704 -0.364289
C 1.973448 0.247883 0.073306
O 1.023504 -0.170635 1.016052
H -1.635429 -1.345128 0.249772
H -2.673349 -0.251718 -0.807604
H -1.131762 0.492133 1.589565
H -0.477964 1.192924 -1.174741
H 0.950828 -1.535081 -0.626307
H 2.894278 -0.269771 0.318539
H 2.086302 1.298290 -0.169020

Cartesian forces (eV/Å) of the 2 atoms listed first:
C -0.20 -0.25 -0.39
N 0.43 -0.11 -0.19

Record 13
Formula: C4H7NO
Source: the OMol25 dataset
Level of theory: wB97M-V/def2-TZVPD

Structure (SMILES)   CC(=O)[C@H]1CN1
Gap between HOMO and LUMO   10.48 eV
E_HOMO   -9.58 eV

Cartesian coordinates (Å):
C 2.072221 -0.302930 0.398725
C 0.707310 0.378217 0.147974
O 0.618109 1.592437 0.190817
C -0.469590 -0.492436 -0.216348
C -2.107579 -0.048847 0.086278
N -1.579007 0.355654 -1.123056
H 2.815672 0.127019 -0.285557
H 2.093862 -1.393558 0.284764
H 2.392371 -0.073712 1.423034
H -0.095548 -1.341140 -0.827533
H -2.259642 0.683510 0.893416
H -2.901553 -0.812714 0.057289
H -1.286622 1.328506 -1.029797

Cartesian forces (eV/Å) of the 2 atoms listed first:
C -0.29 0.03 -0.03
C -0.46 0.25 0.22

Record 14
Formula: C4H7NO
Source: the OMol25 dataset
Level of theory: wB97M-V/def2-TZVPD

Gap between HOMO and LUMO   9.34 eV
E_HOMO   -8.58 eV

Cartesian coordinates (Å):
O -2.691313 1.195759 0.660678
C 0.016239 0.388460 0.568209
C 1.419813 -0.110126 0.855048
C 1.225470 -0.108505 -0.605643
N 0.558885 -1.346958 -0.994081
C -0.400779 -0.376998 -0.533281
H -2.855343 0.431251 1.225983
H -1.726073 1.330735 0.768574
H 1.548006 -1.124249 1.237441
H 2.060991 0.633245 1.321551
H 1.599355 0.598767 -1.336606
H 0.485366 -1.431843 -2.007316
H -1.240617 -0.079540 -1.160557

Cartesian forces (eV/Å) of the 2 atoms listed first:
O -0.02 -0.06 0.15
C -0.08 -0.13 -0.04

Record 15
Formula: C4H7NO
Source: the OMol25 dataset
Level of theory: wB97M-V/def2-TZVPD

Gap between HOMO and LUMO   10.50 eV
E_HOMO   -9.55 eV

Cartesian coordinates (Å):
C -3.500964 0.040212 0.053728
C 0.578115 -0.473452 0.272402
C 0.336565 -0.432887 -1.163722
C 0.864478 0.972154 0.873485
N 0.888574 -1.414111 1.029102
O -3.354951 1.133065 -0.124695
H 0.306140 -1.406096 -1.481213
H 1.045482 0.315732 -1.630939
H -0.697070 -0.081650 -1.339704
H -0.093883 1.382238 1.158903
H 1.209855 1.536779 0.029229
H 1.675599 0.813760 1.685464
H 0.742065 -2.385744 0.637965

Cartesian forces (eV/Å) of the 2 atoms listed first:
C -0.13 -0.98 0.16
C 1.97 3.18 1.44

Record 16
Formula: C4H7NO
Source: the OMol25 dataset
Level of theory: wB97M-V/def2-TZVPD

Gap between HOMO and LUMO   9.36 eV
E_HOMO   -8.33 eV

Cartesian coordinates (Å):
C 1.035909 -1.386962 0.360559
N -0.289571 -1.791688 0.878144
C -0.208982 -0.789529 -0.139763
C 0.504125 1.352566 -0.905540
C -0.910919 1.606664 -0.566080
O -0.463677 0.536613 0.343674
H 1.679007 -0.752787 0.971088
H 1.564934 -2.149026 -0.206925
H -0.474872 -1.335154 1.767516
H -0.605427 -0.969118 -1.135267
H 1.103391 1.918093 -0.176168
H -1.212437 2.464235 0.045362
H -1.721481 1.296092 -1.236600

Cartesian forces (eV/Å) of the 2 atoms listed first:
C 0.19 -0.03 -0.09
N -0.27 -0.02 0.20

Record 17
Formula: C4H7NO
Source: the OMol25 dataset
Level of theory: wB97M-V/def2-TZVPD

Structure (SMILES)   CC[C@@H](O)C#N
Gap between HOMO and LUMO   12.06 eV
E_HOMO   -11.32 eV

Cartesian coordinates (Å):
C 1.571809 0.421853 -0.262255
C 0.423759 0.239532 0.731521
C -0.754444 -0.547892 0.147353
O -1.860684 -0.459597 1.022108
C -1.159895 -0.006535 -1.171855
N -1.560406 0.418051 -2.170394
H 2.345341 1.068909 0.161579
H 2.044387 -0.530778 -0.528400
H 1.218950 0.891478 -1.186939
H 0.042076 1.212925 1.057117
H 0.771903 -0.286492 1.628246
H -0.448179 -1.595742 0.001548
H -2.634616 -0.825707 0.570368

Cartesian forces (eV/Å) of the 2 atoms listed first:
C 0.03 0.00 -0.04
C -0.03 0.05 0.03

Record 18
Formula: C4H7NO
Source: the OMol25 dataset
Level of theory: wB97M-V/def2-TZVPD

Gap between HOMO and LUMO   8.97 eV
E_HOMO   -9.44 eV

Cartesian coordinates (Å):
O 1.860387 0.099371 1.053493
C 1.473979 0.525194 -0.033291
C -0.188095 -1.002215 -0.727827
C -1.207302 -0.431123 -0.040684
C -1.605058 0.916027 -0.360551
N -1.825207 2.016804 -0.647581
H 0.652897 -0.003875 1.724508
H 2.099010 0.359585 -0.911886
H 0.709679 1.318535 -0.085164
H 0.070027 -2.027592 -0.480275
H 0.164552 -0.623884 -1.680533
H -0.254015 -0.123742 1.699894
H -1.950856 -1.023088 0.489899

Cartesian forces (eV/Å) of the 2 atoms listed first:
O 0.84 0.17 -0.99
C 1.18 0.77 0.57

Energy relative to the best compared isomer or geometry (same formula, charge and spin)? In order: 149.6; 118.0; 78.8; 146.7; 131.5; 50.4; 97.9; 80.2; 167.5; 82.9; 16.6; 92.9; 67.1; 120.7; 44.5; 153.8; 25.9; 126.2 kcal/mol.